{
  "formula": "C8H8",
  "method": "ωB97M-V with the def2-TZVPD basis set",
  "smiles": "C1=C\\C=C/C=C\\C=C/1",
  "charge": 0,
  "e_above_lowest_kcal_mol": 38.7,
  "elements": ["C", "C", "C", "C", "C", "C", "C", "C", "H", "H", "H", "H", "H", "H", "H", "H"],
  "xyz": [[-1.543, 0.714, -0.046], [-0.637, 1.593, 0.360], [0.648, 1.217, 1.017], [1.583, 0.386, 0.586], [1.559, -0.399, -0.643], [0.595, -1.227, -1.070], [-0.613, -1.575, -0.350], [-1.547, -0.768, 0.107], [-2.509, 1.120, -0.381], [-0.816, 2.678, 0.269], [0.787, 1.817, 1.931], [2.463, 0.328, 1.241], [2.457, -0.225, -1.253], [0.759, -1.813, -1.996], [-0.691, -2.677, -0.271], [-2.496, -1.168, 0.499]],
  "forces_ev_per_angstrom": [[-1.1592, -0.0351, 0.1188], [0.8811, -0.1843, -0.0684], [-1.0695, 1.2284, 0.3134], [0.0973, -0.0209, 1.0124], [0.2404, 0.0572, -0.8534], [1.2566, 0.3843, -0.4895], [0.2222, -1.6250, 0.1025], [-0.8321, 0.9247, 0.0536], [0.3901, -0.1452, -0.0944], [-0.0571, -0.6412, 0.0350], [0.3600, -0.4898, -0.3098], [-0.0791, -0.1976, -0.5024], [-0.3563, -0.4472, 0.0420], [-0.0196, 0.5224, 0.5092], [-0.4990, 0.6289, 0.1385], [0.6242, 0.0404, -0.0076]]
}



{
  "formula": "C3H9ClOSi",
  "method": "ωB97M-V with the def2-TZVPD basis set",
  "smiles": "CO[Si@@H](C)CCl",
  "charge": 0,
  "e_above_lowest_kcal_mol": 69.8,
  "elements": ["C", "O", "Si", "C", "C", "Cl", "H", "H", "H", "H", "H", "H", "H", "H", "H"],
  "xyz": [[1.743, 0.958, 1.021], [0.357, 1.250, 0.951], [-0.740, 0.452, -0.102], [0.074, -0.071, -1.725], [-1.686, -1.218, 0.693], [-0.637, -2.692, 0.215], [2.108, 0.326, 0.177], [1.908, 0.425, 1.947], [2.212, 1.960, 1.110], [-1.707, 1.457, -0.252], [-0.634, -0.454, -2.403], [0.482, 0.773, -2.291], [0.827, -0.717, -1.450], [-2.613, -1.348, 0.276], [-1.696, -1.102, 1.834]],
  "forces_ev_per_angstrom": [[-0.1444, 0.4613, 0.0738], [-1.4417, -1.3380, -1.4064], [1.1262, -1.4244, 1.1945], [-0.9961, 2.7444, 0.7226], [4.3777, 1.7997, 1.4091], [-0.8114, 0.9000, 0.5496], [-0.0750, 0.7470, 0.4660], [0.3472, -0.2546, 0.2455], [0.3077, -0.8430, -0.3896], [-1.2890, 0.9696, -0.1917], [-0.9359, -1.1622, -0.5917], [0.2317, 0.1487, 0.4692], [1.6522, -1.7906, 0.0405], [-2.2511, -0.4416, -0.8452], [-0.0982, -0.5164, -1.7461]]
}



{
  "formula": "C48H40N6V",
  "method": "ωB97M-V with the def2-TZVPD basis set",
  "charge": 1,
  "total_energy_ha": -3125.567216,
  "multiplicity": 3,
  "elements": ["V", "C", "C", "C", "C", "C", "C", "C", "C", "C", "C", "C", "N", "C", "C", "C", "C", "C", "C", "C", "C", "C", "C", "C", "C", "C", "N", "C", "C", "C", "C", "C", "C", "C", "C", "C", "C", "C", "C", "N", "C", "C", "N", "C", "C", "C", "C", "C", "C", "H", "H", "H", "H", "H", "H", "H", "H", "H", "H", "H", "H", "H", "H", "H", "H", "H", "H", "H", "H", "H", "H", "H", "H", "H", "H", "H", "H", "C", "C", "C", "C", "N", "N", "H", "H", "H", "H", "H", "H", "H", "H", "H", "H", "H", "H"],
  "xyz": [[0.015, -0.094, -0.274], [-3.250, -5.238, 4.431], [-3.779, -3.986, 4.160], [-3.159, -3.159, 3.246], [-1.988, -3.562, 2.607], [-1.469, -4.824, 2.873], [-2.103, -5.658, 3.776], [-1.324, -2.579, 1.734], [-0.049, -2.140, 2.053], [0.685, -2.569, 3.210], [1.841, -1.871, 3.216], [1.809, -1.012, 2.065], [0.660, -1.198, 1.356], [2.843, -0.151, 1.714], [2.757, 0.745, 0.653], [3.853, 1.550, 0.212], [3.386, 2.341, -0.785], [1.990, 2.063, -0.916], [1.127, 2.814, -1.705], [1.672, 3.888, -2.564], [2.360, 4.984, -2.056], [2.889, 5.933, -2.914], [2.750, 5.791, -4.285], [2.062, 4.705, -4.798], [1.516, 3.766, -3.943], [-0.250, 2.584, -1.725], [-0.868, 1.464, -1.260], [-2.200, 1.641, -1.518], [-3.172, 0.657, -1.365], [-4.512, 0.842, -1.944], [-5.645, 0.610, -1.164], [-6.909, 0.707, -1.712], [-7.065, 1.035, -3.050], [-5.947, 1.292, -3.826], [-4.680, 1.205, -3.279], [-2.920, -0.534, -0.675], [-3.832, -1.633, -0.622], [-3.320, -2.525, 0.265], [-2.086, -1.979, 0.725], [-1.828, -0.786, 0.111], [-2.426, 2.933, -2.099], [-1.209, 3.513, -2.248], [1.628, 1.037, -0.068], [4.053, -0.138, 2.562], [5.280, -0.583, 2.090], [6.386, -0.572, 2.920], [6.278, -0.110, 4.218], [5.059, 0.343, 4.691], [3.948, 0.324, 3.868], [-3.727, -5.879, 5.156], [-4.668, -3.646, 4.669], [-3.549, -2.172, 3.046], [-0.569, -5.149, 2.371], [-1.695, -6.636, 3.979], [0.340, -3.284, 3.929], [2.633, -1.917, 3.934], [4.846, 1.519, 0.615], [3.931, 3.059, -1.366], [2.474, 5.094, -0.988], [3.414, 6.783, -2.510], [3.171, 6.528, -4.949], [1.951, 4.586, -5.866], [0.982, 2.916, -4.344], [-5.526, 0.372, -0.116], [-7.775, 0.521, -1.096], [-8.051, 1.100, -3.482], [-6.060, 1.555, -4.867], [-3.814, 1.399, -3.895], [-4.736, -1.735, -1.191], [-3.734, -3.467, 0.569], [-3.389, 3.335, -2.344], [-0.977, 4.484, -2.641], [5.363, -0.945, 1.076], [7.335, -0.928, 2.554], [7.142, -0.098, 4.864], [4.972, 0.708, 5.701], [2.992, 0.678, 4.225], [0.802, -1.837, -4.657], [-0.482, -1.645, -3.840], [-1.182, -0.340, -4.221], [-1.434, -2.817, -4.080], [-0.194, -1.605, -2.387], [0.867, -0.756, -1.992], [0.554, -1.993, -5.704], [1.356, -2.710, -4.313], [1.454, -0.966, -4.606], [-1.378, -0.328, -5.290], [-0.584, 0.538, -3.980], [-2.128, -0.267, -3.692], [-1.815, -2.782, -5.098], [-2.280, -2.762, -3.400], [-0.931, -3.772, -3.940], [-0.017, -2.551, -2.043], [0.882, 0.048, -2.628], [1.801, -1.197, -2.036]],
  "forces_ev_per_angstrom": [[-0.1778, -0.4172, 0.1781], [-0.0200, 0.0065, 0.0047], [-0.1021, -0.0407, 0.0626], [0.1191, -0.0130, 0.0499], [-0.1575, -0.1454, 0.1083], [-0.0075, 0.0959, -0.1036], [-0.0085, -0.0969, 0.0832], [0.4381, 0.4342, -0.1906], [-0.4412, -0.3877, 0.1581], [0.1998, 0.2300, -0.0818], [-0.2807, -0.1594, -0.1120], [0.4688, 0.0092, 0.0496], [-0.0093, 0.1102, -0.1124], [-0.3455, 0.0591, -0.2862], [0.4071, -0.3000, 0.4564], [-0.1794, 0.2523, -0.2783], [0.1435, -0.3033, 0.2488], [-0.0728, 0.4970, -0.5716], [0.1276, -0.4451, 0.3577], [0.0455, 0.0650, -0.1518], [-0.1012, -0.0639, 0.0038], [0.0278, 0.0327, 0.0029], [-0.0037, 0.0392, 0.0190], [-0.0262, 0.0272, -0.0966], [0.0528, -0.0209, 0.0544], [-0.0262, 0.2777, -0.2577], [-0.0958, 0.2901, -0.0865], [-0.4006, 0.0541, -0.2654], [0.4357, -0.1721, 0.3175], [-0.2371, 0.0914, -0.0670], [0.0416, 0.1452, 0.0047], [-0.1094, -0.0083, -0.0102], [0.0243, 0.0213, 0.0118], [-0.0829, 0.0379, -0.0988], [0.0525, -0.0964, 0.0794], [-0.5987, 0.2412, -0.4149], [0.2495, -0.1765, 0.1106], [0.0803, 0.2755, -0.1995], [-0.1710, -0.5199, 0.2317], [-0.1913, 0.0763, 0.2782], [0.2469, -0.1304, 0.0581], [-0.0909, -0.2787, 0.0644], [0.1036, 0.4325, 0.4268], [0.1099, 0.0027, 0.0554], [-0.0677, -0.0477, 0.0754], [0.1088, -0.0186, -0.0712], [0.0551, 0.0366, 0.1146], [-0.0274, -0.0031, 0.0470], [0.0945, 0.0692, -0.0489], [-0.0431, -0.0905, 0.0412], [-0.0922, -0.0081, 0.0628], [-0.0791, 0.0698, 0.0191], [0.0907, -0.0315, -0.0538], [0.0396, -0.1080, 0.0147], [-0.0563, -0.1174, 0.1475], [0.1702, -0.0247, 0.1260], [0.1286, 0.0001, 0.0667], [0.0717, 0.1131, -0.0689], [-0.0020, 0.0229, 0.1254], [0.0642, 0.1095, 0.0464], [0.0605, 0.0930, -0.0885], [-0.0119, 0.0076, -0.0964], [-0.0626, -0.0670, -0.0318], [-0.0093, -0.0224, 0.0485], [-0.0896, 0.0088, 0.0587], [-0.0909, 0.0082, -0.0384], [-0.0211, 0.0312, -0.1031], [0.0660, -0.0213, -0.0470], [-0.1091, 0.0481, -0.0763], [-0.0368, -0.1373, 0.0421], [-0.1639, 0.1054, -0.0425], [0.0386, 0.1554, -0.0570], [0.0145, -0.0781, -0.1292], [0.1445, -0.0521, -0.0666], [0.1147, -0.0138, 0.0628], [-0.0070, 0.0616, 0.1608], [-0.0934, 0.0547, 0.0788], [-0.2112, 0.0289, 0.1557], [0.0545, 0.1300, -0.4930], [0.0589, -0.2578, 0.0630], [0.1577, 0.1939, 0.2452], [-0.6516, -0.8172, 0.1632], [1.2044, -0.0245, -0.5856], [-0.0172, 0.0065, -0.0929], [0.0567, -0.0985, 0.0229], [0.0839, 0.0743, -0.0235], [0.0138, 0.0300, -0.1376], [0.0577, 0.1551, 0.0068], [-0.0663, 0.0439, 0.0511], [0.0245, 0.0028, -0.0677], [-0.1231, 0.0072, 0.0963], [0.0533, -0.1146, 0.0286], [0.0864, 0.3386, -0.0019], [0.0478, -0.1207, 0.1765], [-0.4659, 0.2401, -0.0177]]
}



{
  "formula": "C11H13N3O5PPd",
  "method": "ωB97M-V with the def2-TZVPD basis set",
  "charge": 1,
  "e_above_lowest_kcal_mol": 0.0,
  "multiplicity": 3,
  "elements": ["O", "C", "Pd", "O", "C", "C", "O", "C", "O", "C", "O", "H", "C", "N", "C", "N", "C", "N", "C", "P", "C", "C", "H", "H", "H", "H", "H", "H", "H", "H", "H", "H", "H", "H"],
  "xyz": [[4.519, -2.654, -5.688], [3.789, -2.102, -5.021], [1.764, -1.021, -0.893], [1.519, -0.088, -3.940], [1.580, -0.405, -2.844], [2.369, -2.017, 0.819], [2.697, -2.570, 1.764], [3.351, 0.250, -0.651], [4.274, 0.918, -0.550], [0.566, -2.659, -1.341], [-0.045, -3.584, -1.619], [2.955, -2.035, -1.551], [-2.437, 2.009, 0.496], [-2.393, 0.650, -0.095], [-2.523, -0.361, 0.980], [-1.552, -0.191, 2.088], [-1.611, 1.191, 2.611], [-1.428, 2.219, 1.561], [-0.056, 2.185, 1.014], [0.244, 0.565, 0.265], [-1.183, 0.426, -0.894], [-0.205, -0.564, 1.654], [-3.440, 2.139, 0.935], [-2.275, 2.760, -0.302], [-2.419, -1.373, 0.552], [-3.529, -0.242, 1.416], [-0.826, 1.323, 3.383], [-2.607, 1.324, 3.066], [0.069, 2.949, 0.222], [0.690, 2.320, 1.818], [-1.187, -0.556, -1.386], [-1.043, 1.211, -1.663], [0.544, -0.401, 2.455], [-0.170, -1.615, 1.338]],
  "forces_ev_per_angstrom": [[-0.8824, 0.6698, 0.7964], [0.9107, -0.7008, -0.7875], [1.0740, -0.6405, -0.5728], [0.2991, -0.8363, 2.5850], [-0.8016, 1.5247, -3.8410], [0.7628, -1.7623, 3.7828], [-0.5550, 1.2002, -2.4120], [3.4647, 2.8632, 0.4940], [-2.1146, -1.6185, -0.2689], [-2.6820, -2.6350, -0.5753], [1.6578, 2.0080, 0.5253], [0.5368, -0.5719, -0.3973], [0.2290, -0.2780, -0.0075], [-0.2377, -0.0761, -0.1133], [-0.1038, 0.5459, 0.2657], [-0.1417, -0.2258, 0.1234], [0.0511, -0.1325, -0.2689], [-0.0598, -0.1703, -0.0244], [-0.5195, 0.4022, 0.2781], [0.8092, -1.0575, -0.8395], [-0.1861, 0.5908, 0.9249], [-0.5873, 0.9162, 0.0609], [0.4261, 0.0601, -0.1469], [-0.1669, -0.3723, 0.3923], [-0.0838, 0.4132, 0.1880], [0.3404, -0.1518, -0.2102], [-0.4768, -0.0830, -0.3541], [0.4385, 0.0638, -0.1740], [-0.0158, -0.1719, 0.5790], [-0.3564, 0.2458, -0.3293], [-0.1908, 0.2632, 0.1507], [-0.2867, -0.3424, 0.2356], [-0.4296, -0.1875, -0.1937], [-0.1215, 0.2472, 0.1345]]
}



{
  "formula": "CH2ClFN2O",
  "method": "ωB97M-V with the def2-TZVPD basis set",
  "charge": 0,
  "e_above_lowest_kcal_mol": 26.7,
  "elements": ["C", "N", "N", "O", "F", "Cl", "H", "H"],
  "xyz": [[-0.231, -0.516, 0.471], [-0.204, -1.141, -0.747], [0.315, 1.256, -0.112], [-0.466, -0.662, 1.581], [1.348, 1.416, 0.816], [-1.110, 2.224, 0.268], [0.008, -0.582, -1.546], [0.341, -1.995, -0.732]],
  "forces_ev_per_angstrom": [[1.0188, 3.4469, -4.1293], [0.2400, -0.9781, 1.7121], [-1.2453, -2.7693, 0.1594], [-0.1663, -0.8597, 1.4718], [-0.3533, 0.7155, 0.4379], [0.7578, 0.0413, 0.4127], [0.2239, 0.7159, -0.0378], [-0.4756, -0.3125, -0.0267]]
}



{
  "formula": "C2F3O2S",
  "method": "ωB97M-V with the def2-TZVPD basis set",
  "charge": -1,
  "e_above_lowest_kcal_mol": 7.2,
  "elements": ["C", "C", "O", "O", "F", "F", "F", "S"],
  "xyz": [[-1.353, -0.195, -0.047], [-0.131, 0.451, 0.370], [2.107, -1.141, 0.703], [1.873, 0.120, -1.399], [-1.409, -1.468, -0.444], [-2.601, 0.325, -0.022], [-0.336, 1.745, 0.766], [1.851, 0.163, 0.073]],
  "forces_ev_per_angstrom": [[4.0906, 1.8358, 1.4809], [-4.1906, -1.9457, -1.6303], [0.0099, -0.0183, 0.0125], [0.1155, 0.0162, 0.0074], [0.0357, 0.3804, 0.0403], [0.6429, -0.1188, 0.0682], [-0.0515, -0.0065, 0.0309], [-0.6525, -0.1430, -0.0099]]
}



Q: Look up the charge of the sixth one.
A: -1